(1)
4
Properties=species:S:1:pos:R:3:mulliken_charge:R:1 method="wB97M-V/def2-TZVPD" e_above_lowest_kj_mol=87.6 lumo_ev=-1.05 e_tot_ev=-37581.80268 multiplicity=1 homo_energy_ev=-10.376
H -1.7304 0.7671 0.7693 0.2757
Cl 0.6525 1.0593 -0.0240 -0.0291
Cl 1.1117 -0.8828 0.0211 0.0158
Cl -1.6624 -0.2216 -0.0424 -0.2624

(2)
60
Properties=species:S:1:pos:R:3:mulliken_charge:R:1 method="wB97M-V/def2-TZVPD" e_above_lowest_kj_mol=57.3 lumo_ev=-1.31 e_tot_ev=-60034.04690 multiplicity=1 homo_energy_ev=-9.356
Ca 2.1696 -1.6779 -0.9640 1.5085
O 0.2935 -1.7276 0.3555 -0.2015
C 0.4356 -0.3432 0.7563 -0.7139
C 0.0426 0.4852 -0.4433 3.0635
O 0.9603 0.1722 -1.5469 -0.9189
H 1.4974 -0.3421 0.9360 -0.0656
H -0.1113 -0.0413 1.6782 -0.2599
H -0.1298 1.5631 -0.1972 0.6800
H -0.9098 0.1325 -0.7037 -1.3872
O -3.2232 1.1783 -1.2710 -0.7019
H -2.3232 1.3029 -1.1064 0.3876
H -3.4139 0.2774 -1.1074 0.4518
O -0.6711 0.2211 4.2760 -0.7263
H -0.1864 -0.6139 4.1153 0.4218
H -0.9739 0.6345 3.4326 0.3167
O -0.6182 -1.7430 -2.4687 -0.7822
H -0.0984 -0.9993 -2.2022 0.4420
H -1.2843 -1.5045 -3.0657 0.2408
O 3.0633 -2.3138 1.4234 -0.5100
H 3.8874 -2.6717 1.6067 0.2595
H 3.0070 -1.5813 2.0302 0.2799
O 0.0960 2.8242 2.1669 -0.6010
H -0.5598 3.3418 2.6416 0.4038
H -0.4465 2.0979 1.8761 -0.0807
O -2.2655 -1.5079 1.4716 -0.8485
H -2.2239 -2.3367 1.9925 0.2622
H -1.4195 -1.5185 0.9722 0.4025
O -0.5717 1.4684 -3.5259 -0.6692
H -0.3184 1.1546 -2.6832 0.2698
H -1.0275 0.7386 -3.9728 0.3111
O -2.1878 1.1699 2.3334 -0.7606
H -2.1347 0.3892 1.7754 0.4303
H -2.3418 1.9737 1.8265 0.3386
O 3.7778 0.0796 -0.6297 -0.5439
H 4.6549 0.3827 -0.5405 0.2756
H 3.4333 0.7544 -0.0811 0.1584
O 1.1394 -3.7331 -1.6512 -0.5583
H 1.4770 -4.2324 -2.3942 0.2814
H 0.2691 -3.5898 -1.9881 0.2199
O 2.0391 2.5981 -0.8342 -0.9499
H 1.5821 1.7831 -1.1328 0.2316
H 1.9145 3.1106 -1.6185 0.3337
O 0.1437 4.5920 -0.2298 -0.6798
H -0.0662 5.1252 -1.0024 0.2914
H 0.7829 3.9507 -0.5373 0.4178
O 2.2753 1.0850 -3.6585 -0.7210
H 1.6773 0.9715 -2.9335 0.2381
H 1.8673 0.4645 -4.3188 0.3431
O -0.2984 -4.2861 1.3270 -0.6566
H 0.0092 -3.4057 1.1836 0.0132
H -0.7977 -4.2445 2.1281 0.3579
O -1.9436 3.0714 0.3468 -0.6551
H -2.1132 3.3005 -0.5658 0.3202
H -1.0892 3.4223 0.5935 0.3242
O 0.4462 -2.0378 3.2439 -0.6680
H 0.8176 -2.8652 3.4288 0.2380
H 0.4625 -1.8295 2.3159 0.1465
O -3.1178 -1.5139 -1.2000 -0.8512
H -2.1921 -1.5433 -1.3935 0.3797
H -3.1630 -1.6130 -0.2658 0.4700

(3)
21
Properties=species:S:1:pos:R:3:mulliken_charge:R:1 method="wB97M-V/def2-TZVPD" e_above_lowest_kj_mol=403.9 lumo_ev="-0.48 / 0.09" e_tot_ev=-21586.09531 multiplicity=1 homo_energy_ev="-6.818 / -6.966"
C 2.4215 -1.4901 -0.0420 -0.2770
C 1.1431 -1.4480 -0.5729 -0.7582
C 2.8149 -0.5172 0.8830 -0.3337
C 0.1856 -0.4702 -0.1789 0.8763
C 0.7867 0.6078 0.5696 0.3931
C -0.6462 2.1242 -0.4127 -1.0450
C -1.1812 -0.5640 -0.3932 -0.1891
C -2.3392 0.0477 0.3079 0.7235
N 2.0869 0.5274 1.0520 -0.6695
N 0.3146 1.8366 0.4301 0.0739
O -1.6018 -1.5667 -1.2279 -0.5437
F -1.9506 0.7428 1.3995 -0.2281
F -3.0779 0.8012 -0.5096 -0.2152
F -3.2663 -0.9137 0.8000 -0.2976
H 3.1367 -2.2566 -0.4057 0.3365
H 0.8718 -2.3973 -1.2630 0.2122
H 3.7845 -0.4791 1.4196 0.3686
H -0.9788 3.1155 -0.3600 0.3787
H -0.7272 1.3751 -1.2015 0.5572
H 0.8348 2.5168 0.9387 0.2788
H -2.6120 -1.5924 -1.2331 0.3583

(4)
29
Properties=species:S:1:pos:R:3:mulliken_charge:R:1 method="wB97M-V/def2-TZVPD" e_above_lowest_kj_mol=231.2 smiles=CN(C)CCNc1nncc2cncn12 lumo_ev=0.05 e_tot_ev=-18496.87216 multiplicity=1 homo_energy_ev=-8.477
C 0.1953 -1.4689 -2.5367 -0.9367
N 0.1488 -0.0557 -2.8592 -0.0158
C -0.9509 0.3576 -3.6460 -0.8083
C 0.3173 0.8539 -1.5971 -0.9685
C -0.9506 0.7885 -0.6252 -0.3488
N -0.7877 1.5124 0.6152 -0.1741
C 0.2600 1.0505 1.5054 0.3906
N 1.3379 1.7813 1.7058 -0.2451
N 2.2230 1.6104 2.7748 -0.6306
C 1.9343 0.5675 3.5860 -0.3429
C 0.9385 -0.4271 3.3188 0.5013
C 0.4790 -1.6636 3.7842 -0.5496
N -0.5551 -2.1541 3.0038 -0.6458
C -0.9022 -1.2521 2.0861 0.0808
N 0.0209 -0.1774 2.1822 0.1514
H 0.5089 -1.9446 -3.4843 0.3586
H 0.9908 -1.8578 -1.8000 0.2660
H -0.6870 -1.9472 -2.1531 0.3317
H -1.0044 -0.2845 -4.6437 0.2643
H -1.9901 0.2569 -3.1227 0.2539
H -0.9515 1.4349 -3.9248 0.2883
H 1.2263 0.6874 -1.2398 0.5575
H 0.4219 1.8706 -2.1408 0.2751
H -1.8439 1.3289 -1.1450 0.3222
H -1.3048 -0.2789 -0.5260 0.1144
H -0.7409 2.4948 0.4912 0.3538
H 2.5854 0.2097 4.3799 0.3459
H 0.8705 -2.2107 4.5790 0.4653
H -1.7897 -1.0828 1.4317 0.3449

(5)
7
Properties=species:S:1:pos:R:3:mulliken_charge:R:1 method="wB97M-V/def2-TZVPD" e_above_lowest_kj_mol=446.0 lumo_ev="-4.08 / -4.08" e_tot_ev=-13276.62457 multiplicity=1 homo_energy_ev="-9.428 / -9.405"
C -0.5076 -0.2915 -0.2842 -0.0534
O -0.9487 0.7001 0.4939 -0.4350
O 0.5940 -0.9780 -0.0398 -0.3994
I 3.0404 0.8768 -0.0497 0.0054
H -1.3610 -1.2435 -0.1385 0.2034
H -0.4941 0.0262 -1.2759 0.3147
H -0.3231 0.9099 1.2942 0.3642

(6)
21
Properties=species:S:1:pos:R:3:mulliken_charge:R:1 method="wB97M-V/def2-TZVPD" e_above_lowest_kj_mol=179.9 smiles=CNCCCSS.O lumo_ev=0.49 e_tot_ev=-29565.51872 multiplicity=1 homo_energy_ev=-8.770
C 1.7851 -2.5775 -1.7956 -0.9055
N 0.8456 -1.4385 -1.8987 -0.4009
C 1.0640 -0.3865 -0.8658 -0.4503
C -0.1908 0.5167 -0.9202 -0.7688
C -1.2921 0.0320 0.1041 -0.7346
S -0.7809 -0.3065 1.8713 -0.1135
S 0.5384 1.1571 2.5722 -0.1883
H 1.8535 -3.0818 -0.8421 0.3198
H 2.7366 -2.1438 -2.0612 0.3199
H 1.5094 -3.3541 -2.5664 0.3084
H -0.0918 -1.7326 -1.6578 0.2265
H 1.8816 0.2412 -1.1734 0.3959
H 1.0347 -0.7738 0.1616 0.2828
H -0.1766 1.5752 -0.6419 0.3498
H -0.8085 0.4327 -1.8691 0.4345
H -2.1807 0.7050 0.1717 0.4116
H -1.8453 -0.7780 -0.3363 0.3874
H 1.6951 0.6120 2.1284 0.1589
O -1.6174 1.7704 -3.0481 -0.6587
H -1.1097 2.1844 -3.7725 0.3129
H -1.9256 2.4332 -2.4249 0.3122

Repeat the fifth record exactly.
7
Properties=species:S:1:pos:R:3:mulliken_charge:R:1 method="wB97M-V/def2-TZVPD" e_above_lowest_kj_mol=446.0 lumo_ev="-4.08 / -4.08" e_tot_ev=-13276.62457 multiplicity=1 homo_energy_ev="-9.428 / -9.405"
C -0.5076 -0.2915 -0.2842 -0.0534
O -0.9487 0.7001 0.4939 -0.4350
O 0.5940 -0.9780 -0.0398 -0.3994
I 3.0404 0.8768 -0.0497 0.0054
H -1.3610 -1.2435 -0.1385 0.2034
H -0.4941 0.0262 -1.2759 0.3147
H -0.3231 0.9099 1.2942 0.3642